Run P
This record from the OMol25 dataset describes C3H3NO4 in the gas phase. The level of theory is the ωB97M-V functional and the def2-TZVPD basis.

```
! wB97M-V def2-TZVPD RIJCOSX def2/J DEFGRID3
* xyz 0 1
O -0.730 -1.888 -1.058
C -0.282 -0.874 -0.497
O -0.495 -0.651 0.887
C -0.030 0.588 1.215
O -0.241 1.055 2.440
C 0.531 1.146 0.147
N 0.330 0.244 -0.899
O 0.795 0.425 -2.203
H -0.124 0.077 3.075
H 1.118 2.061 0.049
H 0.748 -0.531 -2.557
*
```

Its SMILES is O=c1oc(O)cn1O. The lowest unoccupied orbital energy is 0.1 eV.

Run Q
This record from the OMol25 dataset describes C3H3NO4 in the gas phase. The level of theory is the ωB97M-V functional and the def2-TZVPD basis.

```
! wB97M-V def2-TZVPD RIJCOSX def2/J DEFGRID3
* xyz 0 1
O -1.785 1.133 1.022
C -1.238 0.123 0.872
O -1.600 -1.097 1.338
C -0.026 -0.092 -0.024
N 0.904 -1.130 0.106
O 1.786 -0.632 -1.028
C 1.505 0.759 -1.312
O 0.288 0.966 -0.810
H -0.864 -1.831 1.198
H 1.415 0.608 -2.410
H 2.170 1.433 -0.925
*
```

Its SMILES is O=C(O)C1=NOCO1. The lowest unoccupied orbital energy is -0.4 eV.

Run R
This record from the OMol25 dataset describes C3H3NO4 in the gas phase. The level of theory is the ωB97M-V functional and the def2-TZVPD basis.

```
! wB97M-V def2-TZVPD RIJCOSX def2/J DEFGRID3
* xyz 0 1
O 0.996 -1.355 -1.583
C 0.275 -0.294 -1.566
O -0.069 0.481 -2.637
C -0.414 0.123 -0.285
N -0.838 1.221 0.202
O -0.860 1.088 1.594
C -0.056 0.024 2.006
O -0.322 -0.877 0.566
H 0.647 0.333 -3.343
H 1.125 0.028 2.239
H -0.483 -0.773 2.806
*
```

Its SMILES is O=C(O)C1=NOCO1. The lowest unoccupied orbital energy is -0.4 eV.

run P (0.0180 hartree below the next structure)